--- w ---
This record from the OMol25 dataset describes a cluster of 2 separate species, C4H6O in total. The level of theory is ωB97M-V/def2-TZVPD.

Geometry (Å):
C -0.64 1.47 -0.43
C -1.14 0.60 0.43
O -1.70 0.00 1.27
H 0.11 1.24 -1.17
H -1.09 2.45 -0.37
C 1.21 -0.59 0.34
C 0.31 -1.37 -0.26
H 1.27 -0.51 1.42
H 1.85 0.08 -0.22
H -0.36 -2.00 0.32
H 0.17 -1.37 -1.33

Calculated values
gap between HOMO and LUMO	10.117	eV
HOMO energy	-9.1	eV
SMILES string	C=C=O.C=C
LUMO	1.0468	eV

--- x ---
This record from the OMol25 dataset describes a structure of composition C4H6O. The level of theory is ωB97M-V/def2-TZVPD.

Geometry (Å):
C -1.27 0.51 -0.25
O 0.01 0.52 0.40
C 0.74 -0.98 0.73
C 1.79 -0.73 -0.23
C 1.25 0.42 -0.56
H -1.33 -0.31 -0.98
H -1.39 1.47 -0.76
H -2.04 0.41 0.52
H 0.94 -0.92 1.80
H -0.05 -1.71 0.50
H 1.36 1.31 -1.17

Calculated values
gap between HOMO and LUMO	9.195	eV
HOMO energy	-8.4	eV
LUMO	0.7810	eV

--- y ---
This record from the OMol25 dataset describes the molecule C4H6O. The level of theory is ωB97M-V/def2-TZVPD.

Geometry (Å):
C -0.80 1.31 -2.28
C -0.65 1.04 -1.12
C -0.46 0.60 0.27
O -0.29 -0.80 0.27
C 0.79 -1.31 1.01
H -0.92 1.54 -3.32
H -1.33 0.88 0.88
H 0.42 1.11 0.69
H 1.63 -0.60 1.07
H 1.13 -2.21 0.50
H 0.48 -1.57 2.03

Calculated values
gap between HOMO and LUMO	10.935	eV
HOMO energy	-9.9	eV
SMILES string	C#CCOC
LUMO	1.0550	eV

--- z ---
This record from the OMol25 dataset describes a cluster of 2 separate species, C4H6O in total. The level of theory is ωB97M-V/def2-TZVPD.

Geometry (Å):
C -0.40 0.91 0.20
C -0.60 -0.53 0.43
C -0.53 -1.95 -0.05
C -0.63 -1.61 1.31
H -1.28 1.59 0.49
H 0.02 1.20 -0.82
H 0.37 1.27 0.89
H -0.71 -1.70 2.36
O 2.04 0.32 -1.96
H 1.20 0.39 -2.41
H 2.46 -0.43 -2.23

Calculated values
gap between HOMO and LUMO	9.486	eV
HOMO energy	-8.6	eV
SMILES string	CC1=C=C1.O
LUMO	0.8459	eV

Relative calculated energies, zero for the most stable structure, unit kJ/mol: w 0.0; x 310.1; y 48.1; z 221.1.

--- w ---
This record from the OMol25 dataset describes a structure of composition C4H6O. The level of theory is ωB97M-V/def2-TZVPD.

Geometry (Å):
C 0.75 -1.13 0.17
C 0.97 -0.02 -0.75
C -0.77 -0.01 0.05
C -1.05 1.10 0.70
O 1.71 0.96 -0.61
H 0.56 -0.31 -1.76
H 0.37 -2.05 -0.25
H 1.36 -1.14 1.06
H -1.53 -0.65 -0.38
H -2.07 1.45 0.77
H -0.28 1.79 0.99

Calculated values
gap between HOMO and LUMO	9.296	eV
HOMO energy	-9.0	eV
LUMO	0.2686	eV

--- x ---
This record from the OMol25 dataset describes a cluster of 2 separate species, C4H6O in total. The level of theory is ωB97M-V/def2-TZVPD.

Geometry (Å):
C 0.79 -0.13 -1.39
C 0.22 -0.06 -0.25
C 0.67 1.29 -0.62
C -0.64 -1.35 1.65
O -0.30 2.11 -1.11
H 0.64 -0.63 -2.35
H 1.67 1.73 -0.34
H -1.71 -1.33 1.63
H -0.10 -0.72 2.25
H -0.13 -2.42 1.54
H -1.11 1.52 -1.00

Calculated values
gap between HOMO and LUMO (alpha / beta)	8.073 / 7.813	eV
HOMO energy (alpha / beta)	-8.1 / -8.1	eV
LUMO (alpha / beta)	-0.0304 / -0.3256	eV

--- y ---
This record from the OMol25 dataset describes the molecule C4H6O. The level of theory is ωB97M-V/def2-TZVPD.

Geometry (Å):
C 1.65 0.52 0.02
C 0.89 -0.57 0.12
C -0.51 -0.54 -0.42
C -1.57 0.19 0.36
O -0.98 0.76 -0.80
H 1.21 1.33 -0.69
H 2.64 0.57 0.42
H 1.25 -1.48 0.53
H -0.81 -1.28 -1.12
H -1.14 0.67 1.26
H -2.62 -0.18 0.33

Calculated values
gap between HOMO and LUMO	10.822	eV
HOMO energy	-9.6	eV
SMILES string	C=C[C@H]1CO1
LUMO	1.2081	eV

--- z ---
This record from the OMol25 dataset describes the molecule C4H6O. The level of theory is ωB97M-V/def2-TZVPD.

Geometry (Å):
C -1.06 1.33 0.96
C -0.05 1.63 0.37
C 1.03 0.74 -0.09
O 0.64 -0.55 0.37
C -0.27 -1.28 -0.42
H -1.89 0.93 1.48
H 1.99 0.95 0.39
H 1.16 0.75 -1.18
H -0.67 -0.71 -1.27
H -1.13 -1.64 0.17
H 0.27 -2.15 -0.78

Calculated values
gap between HOMO and LUMO	10.419	eV
HOMO energy	-9.5	eV
SMILES string	C#CCOC
LUMO	0.8814	eV

Relative calculated energies, zero for the most stable structure, unit kJ/mol: w 103.2; x 439.0; y 0.0; z 136.9.